# 1
Density functional theory data (ωB97M-V with the def2-TZVPD basis set) for an isolated molecule of C2F2O2S in a non-equilibrium geometry.

Results
Gap between HOMO and LUMO in eV: 8.87
HOMO level in Ha: -0.39349
DFT total energy in eV: -22433.9582
SMILES: O=C(OF)C(F)=S
Energy relative to the best compared isomer or geometry (same formula, charge and spin) in kJ/mol: 75.7

Structure (XYZ):
```
7
C2F2O2S (ωB97M-V with the def2-TZVPD basis set)
O 0.05 0.47 -1.57
C 0.07 -0.12 -0.55
O 0.94 -0.78 0.09
F 2.36 -0.67 -0.28
C -1.14 -0.04 0.40
F -0.65 -0.49 1.66
S -2.56 0.46 0.02
```

---

# 2
Density functional theory data (ωB97M-V with the def2-TZVPD basis set) for a cluster of 4 separate species, C24H51BrF5NO10P in total in a non-equilibrium geometry.

Results
Gap between HOMO and LUMO in eV: 8.11
HOMO level in Ha: -0.20711
DFT total energy in eV: -140595.0916
Net charge: -1

Structure (XYZ):
```
93
C24H51BrF5NO10P (ωB97M-V with the def2-TZVPD basis set)
C -7.15 -5.39 5.67
C -7.87 -5.71 4.30
O -7.33 -6.84 3.64
C -6.05 -6.58 3.07
C -6.18 -5.76 1.75
O -5.00 -5.87 0.99
C -4.02 -4.88 1.32
C -3.65 -4.11 0.04
O -3.11 -2.86 0.36
C -2.41 -2.28 -0.76
P -1.72 -0.58 -0.19
Br -1.17 -0.17 -2.47
C -3.39 0.28 -0.51
C -4.05 0.87 0.77
N -0.06 -1.39 0.02
C 0.04 -2.03 0.99
O 0.18 -2.56 1.99
C -0.84 1.09 0.31
F 0.41 1.10 -0.26
F -1.43 2.21 -0.15
C -0.56 1.31 1.83
F -1.54 0.99 2.64
F -0.34 2.64 2.01
F 0.55 0.73 2.25
H -6.87 -4.33 5.65
H -6.21 -5.96 5.75
H -7.82 -5.62 6.51
H -7.86 -4.81 3.67
H -8.90 -5.97 4.55
H -5.36 -6.08 3.78
H -5.60 -7.55 2.81
H -7.00 -6.20 1.16
H -6.44 -4.72 2.01
H -3.15 -5.42 1.75
H -4.37 -4.19 2.11
H -4.61 -3.95 -0.49
H -3.02 -4.74 -0.62
H -3.03 -2.20 -1.67
H -1.60 -2.99 -1.02
H -2.07 -0.92 1.15
H -3.35 1.02 -1.33
H -4.12 -0.47 -0.86
H -5.02 1.30 0.46
H -4.23 0.09 1.52
H -3.48 1.72 1.18
C 3.77 -3.57 -4.62
O 4.37 -2.28 -4.64
C 3.54 -1.30 -5.24
C 2.79 -0.48 -4.20
O 1.87 -1.27 -3.48
C 2.37 -1.68 -2.21
H 4.29 -4.18 -3.89
H 2.71 -3.53 -4.35
H 3.87 -4.04 -5.61
H 2.84 -1.76 -5.95
H 4.19 -0.63 -5.81
H 2.20 0.29 -4.72
H 3.48 0.03 -3.53
H 2.28 -0.87 -1.49
H 3.41 -2.01 -2.27
H 1.76 -2.52 -1.87
C 5.23 3.07 -3.46
O 5.72 3.17 -4.80
C 7.04 3.66 -4.86
C 8.06 2.55 -5.01
O 8.08 1.70 -3.88
C 7.32 0.51 -4.06
H 4.37 2.40 -3.46
H 5.98 2.67 -2.78
H 4.91 4.06 -3.12
H 7.27 4.28 -3.98
H 7.10 4.31 -5.74
H 9.06 2.99 -5.10
H 7.87 1.97 -5.92
H 7.90 -0.21 -4.65
H 6.37 0.71 -4.56
H 7.12 0.08 -3.09
C 1.37 5.15 3.37
O 1.99 6.43 3.40
C 1.18 7.45 2.82
C 0.43 8.25 3.86
O -0.52 7.45 4.56
C -0.04 7.00 5.81
H 1.88 4.52 4.10
H 0.31 5.19 3.63
H 1.49 4.71 2.38
H 0.50 7.02 2.08
H 1.86 8.12 2.28
H -0.13 9.04 3.36
H 1.12 8.73 4.56
H -0.12 7.80 6.56
H 1.00 6.66 5.76
H -0.66 6.16 6.13
```

---

# 3
Density functional theory data (ωB97M-V with the def2-TZVPD basis set) for a cluster of 9 separate species, H18O9 in total in a non-equilibrium geometry.

Results
Gap between HOMO and LUMO in eV: 10.56
HOMO level in Ha: -0.38109
DFT total energy in eV: -18718.0916
SMILES: O.O.O.O.O.O.O.O.O
Energy relative to the best compared isomer or geometry (same formula, charge and spin) in kJ/mol: 390.2

Structure (XYZ):
```
27
H18O9 (ωB97M-V with the def2-TZVPD basis set)
O -2.63 1.78 0.24
H -2.02 1.59 1.01
H -3.14 2.45 0.29
O -0.50 -2.10 -0.53
H -1.19 -2.14 -1.21
H -0.03 -2.95 -0.81
O -1.11 1.02 2.36
H -0.37 1.46 2.92
H -0.83 0.34 1.78
O 0.54 0.25 0.44
H 0.04 -0.50 0.03
H 0.55 0.92 -0.22
O -0.49 2.10 -1.59
H -1.18 1.98 -2.42
H -1.33 1.91 -1.11
O 3.82 -0.12 1.37
H 4.46 -0.35 1.96
H 3.08 0.51 1.77
O -3.17 -0.97 -1.46
H -3.44 -1.47 -0.74
H -2.71 -0.23 -0.99
O 2.01 -2.31 1.62
H 1.50 -2.13 0.85
H 2.73 -1.61 1.67
O 1.94 -0.19 -2.22
H 1.16 0.04 -2.90
H 2.30 0.74 -2.10
```